Entry 1:
A molecular structure, C7H10NSe in a non-equilibrium geometry, computed with ωB97M-V/def2-TZVPD.

Output
* charge: +1
* electronic energy: -74246.2146 eV
* orbital gap (spin up / spin down): 7.29 / 6.31 eV
* energy above the lowest of the compared OMol25 structures with the same formula, charge and spin: 2.997 eV
* M: 187.1 g mol⁻¹

Positions of all 19 atoms, in Å:
C (0.655, -2.449, 0.582)
C (0.273, -1.569, 1.547)
C (0.313, -2.179, -0.735)
C (-0.490, -0.458, 1.213)
C (-0.583, -1.203, -0.984)
C (-1.662, 0.843, -0.345)
C (1.626, 3.025, -0.812)
N (-0.917, -0.287, -0.073)
Se (-0.032, 2.857, -0.051)
H (1.188, -3.290, 0.767)
H (0.487, -1.709, 2.627)
H (0.708, -2.816, -1.527)
H (-0.844, 0.278, 1.872)
H (-0.900, -0.987, -2.127)
H (-2.061, 1.235, 0.536)
H (-2.476, 0.953, -1.191)
H (1.847, 3.702, -1.619)
H (2.340, 2.124, -0.538)
H (0.529, 1.931, 0.858)



Entry 2:
20 unconnected molecules or ions with the total composition C36H121N9O20 in a non-equilibrium geometry, computed with ωB97M-V/def2-TZVPD.

Output
* charge: 0
* electronic energy: -93649.1403 eV
* orbital gap: 8.60 eV
* energy above the lowest of the compared OMol25 structures with the same formula, charge and spin: 0.578 eV
* M: 1000.4 g mol⁻¹

Positions of all 186 atoms, in Å:
O (25.033, 26.195, -1.317)
H (25.503, 25.372, -1.188)
H (24.439, 26.253, -0.568)
O (20.948, 22.846, 2.814)
H (21.710, 22.794, 3.390)
H (20.785, 21.941, 2.549)
O (20.549, 32.411, 1.086)
H (20.450, 32.268, 0.144)
H (20.450, 33.357, 1.196)
O (17.651, 31.135, -0.934)
H (16.794, 31.334, -1.312)
H (17.463, 30.522, -0.223)
O (18.589, 29.457, 5.097)
H (18.927, 30.273, 4.728)
H (17.983, 29.127, 4.434)
O (16.419, 29.828, 1.151)
H (15.881, 29.221, 0.642)
H (16.603, 29.360, 1.965)
O (24.045, 22.124, 2.092)
H (23.454, 22.376, 2.801)
H (24.887, 21.975, 2.523)
O (23.064, 22.484, 4.614)
H (23.912, 22.284, 5.012)
H (22.455, 22.517, 5.352)
O (23.183, 24.853, -2.573)
H (23.326, 24.646, -3.497)
H (23.700, 25.643, -2.421)
O (16.688, 28.127, 3.553)
H (16.673, 27.193, 3.348)
H (16.036, 28.232, 4.246)
O (20.001, 27.124, 4.807)
H (19.630, 27.988, 4.988)
H (20.319, 27.184, 3.906)
C (26.576, 27.728, 8.786)
C (26.258, 26.235, 9.054)
C (25.607, 25.506, 7.808)
O (24.405, 26.194, 7.400)
C (23.672, 25.522, 6.446)
N (27.489, 25.597, 9.457)
H (27.282, 27.884, 7.971)
H (26.993, 28.227, 9.661)
H (25.685, 28.241, 8.423)
H (25.511, 26.134, 9.842)
H (25.338, 24.494, 8.110)
H (26.336, 25.584, 7.001)
H (23.516, 24.484, 6.742)
H (24.153, 25.485, 5.469)
H (22.729, 26.002, 6.183)
H (27.347, 24.734, 9.962)
H (28.036, 25.405, 8.629)
C (19.220, 23.161, -0.759)
C (20.306, 22.161, -1.311)
C (20.444, 22.239, -2.833)
O (19.212, 22.226, -3.512)
C (19.229, 22.655, -4.831)
N (21.598, 22.382, -0.676)
H (18.937, 22.866, 0.251)
H (18.299, 23.103, -1.340)
H (19.446, 24.216, -0.610)
H (20.060, 21.109, -1.166)
H (20.963, 21.330, -3.137)
H (21.072, 23.094, -3.085)
H (19.934, 22.037, -5.386)
H (19.528, 23.695, -4.959)
H (18.260, 22.465, -5.293)
H (21.435, 22.519, 0.311)
H (21.988, 23.241, -1.038)
C (22.713, 30.908, 9.232)
C (21.870, 29.807, 8.619)
C (22.502, 29.088, 7.405)
O (22.482, 30.043, 6.362)
C (22.933, 29.432, 5.079)
N (21.313, 28.893, 9.635)
H (23.713, 30.553, 9.480)
H (22.228, 31.355, 10.100)
H (22.855, 31.674, 8.469)
H (20.966, 30.287, 8.244)
H (21.863, 28.212, 7.289)
H (23.538, 28.778, 7.544)
H (24.016, 29.322, 5.130)
H (22.730, 30.244, 4.381)
H (22.448, 28.482, 4.857)
H (20.588, 28.281, 9.288)
H (20.854, 29.489, 10.308)
C (27.452, 30.032, 5.218)
C (27.690, 29.733, 3.717)
C (26.472, 29.783, 2.893)
O (26.692, 29.034, 1.688)
C (25.683, 29.255, 0.668)
N (28.577, 30.770, 3.298)
H (28.365, 30.001, 5.813)
H (26.801, 29.245, 5.597)
H (26.972, 30.972, 5.492)
H (28.315, 28.873, 3.478)
H (26.065, 30.787, 2.771)
H (25.751, 29.108, 3.354)
H (24.717, 28.911, 1.036)
H (25.988, 28.773, -0.260)
H (25.508, 30.303, 0.422)
H (28.674, 30.805, 2.293)
H (28.199, 31.695, 3.446)
C (21.775, 29.872, -1.206)
C (21.140, 29.574, -2.572)
C (19.772, 28.804, -2.454)
O (19.643, 27.794, -3.444)
C (20.484, 26.661, -3.207)
N (21.087, 30.656, -3.459)
H (22.335, 28.978, -0.932)
H (20.974, 30.062, -0.492)
H (22.371, 30.784, -1.196)
H (21.851, 28.958, -3.122)
H (19.004, 29.574, -2.534)
H (19.717, 28.420, -1.435)
H (20.302, 25.790, -3.836)
H (20.396, 26.273, -2.192)
H (21.502, 26.920, -3.497)
H (22.074, 30.814, -3.603)
H (20.756, 30.319, -4.353)
C (17.383, 25.116, 5.620)
C (17.989, 24.347, 4.466)
C (17.736, 24.918, 3.047)
O (16.334, 25.287, 2.929)
C (16.152, 25.775, 1.637)
N (19.428, 24.333, 4.741)
H (17.358, 26.174, 5.361)
H (18.037, 25.113, 6.493)
H (16.426, 24.708, 5.946)
H (17.520, 23.368, 4.565)
H (18.176, 24.177, 2.379)
H (18.325, 25.821, 2.889)
H (16.672, 25.145, 0.916)
H (16.508, 26.779, 1.406)
H (15.090, 25.690, 1.408)
H (20.004, 23.978, 3.991)
H (19.666, 25.312, 4.806)
C (22.453, 25.686, 2.837)
C (21.967, 25.908, 1.391)
C (21.397, 27.323, 1.208)
O (20.435, 27.627, 2.200)
C (19.862, 28.923, 1.977)
N (23.155, 25.675, 0.596)
H (23.229, 26.424, 3.043)
H (22.914, 24.707, 2.966)
H (21.781, 25.927, 3.661)
H (21.198, 25.163, 1.184)
H (20.891, 27.282, 0.244)
H (22.168, 28.084, 1.084)
H (19.165, 28.799, 1.148)
H (20.564, 29.719, 1.728)
H (19.292, 29.297, 2.828)
H (22.816, 25.379, -0.308)
H (23.497, 24.826, 1.024)
C (26.418, 24.911, 2.213)
C (26.924, 23.770, 1.314)
C (27.526, 22.578, 2.088)
O (26.503, 21.793, 2.646)
C (27.044, 20.555, 3.072)
N (25.896, 23.465, 0.382)
H (27.139, 25.201, 2.977)
H (25.591, 24.490, 2.786)
H (26.036, 25.741, 1.620)
H (27.806, 24.164, 0.809)
H (28.186, 22.981, 2.856)
H (28.248, 22.091, 1.432)
H (27.407, 20.041, 2.182)
H (26.266, 19.897, 3.459)
H (27.796, 20.616, 3.859)
H (26.287, 22.842, -0.311)
H (25.152, 23.025, 0.904)
C (17.598, 32.875, 4.593)
C (18.994, 32.888, 3.995)
C (20.113, 32.888, 5.108)
O (20.052, 34.079, 5.814)
C (21.128, 34.187, 6.794)
N (19.004, 31.664, 3.309)
H (17.486, 33.749, 5.235)
H (17.385, 31.959, 5.144)
H (16.849, 33.030, 3.816)
H (19.035, 33.749, 3.329)
H (21.063, 32.688, 4.614)
H (19.808, 32.041, 5.723)
H (21.446, 35.227, 6.714)
H (21.973, 33.515, 6.648)
H (20.784, 34.149, 7.828)
H (19.580, 31.847, 2.499)
H (18.125, 31.587, 2.818)



Entry 3:
A gas-phase ion, C6H8N (charge +1) in a non-equilibrium geometry, computed with ωB97M-V/def2-TZVPD.

Output
* charge: +1
* electronic energy: -7828.0195 eV
* orbital gap (spin up / spin down): 7.64 / 6.90 eV
* energy above the lowest of the compared OMol25 structures with the same formula, charge and spin: 7.669 eV
* M: 94.1 g mol⁻¹

Positions of all 15 atoms, in Å:
C (0.640, -1.311, -0.606)
C (-0.745, -1.334, -0.371)
C (1.258, -0.173, -0.484)
C (-2.405, 0.619, 0.235)
C (-0.928, 0.980, 0.379)
C (2.273, 0.671, 0.023)
N (-1.305, -0.236, 0.054)
H (1.066, -2.289, -0.813)
H (-1.256, -2.176, -0.568)
H (-2.852, 0.530, 1.266)
H (-3.006, 0.910, -0.681)
H (-0.516, 1.421, 1.307)
H (3.185, 0.146, -0.530)
H (2.390, 0.579, 1.125)
H (2.199, 1.663, -0.336)